Entry 1:
2 unconnected molecules or ions with the total composition C4H11N3O2 in a non-equilibrium geometry, computed with ωB97M-V/def2-TZVPD.

XYZ file:
```
20
Properties=species:S:1:pos:R:3:forces:R:3
C -1.99266 -1.20552 2.87017 -0.2 0.4 -1.0
C -1.17426 -0.70955 1.70364 0.0 0.1 0.3
O -0.81260 0.57969 1.85554 -0.2 0.4 0.0
O -0.83855 -1.34520 0.73638 0.1 0.0 -0.3
H -1.31427 -1.49064 3.67269 -0.3 -0.1 0.1
H -2.60301 -2.01436 2.48823 0.2 -0.5 0.3
H -2.69587 -0.42135 3.15492 0.4 0.0 0.4
C 2.02415 -0.43067 -0.32041 -0.6 -0.6 -0.5
C 0.60991 0.97736 -1.62610 0.2 -0.2 -1.0
N 1.21817 0.73053 -0.44879 -0.3 0.6 -0.1
N -0.41206 1.87364 -1.72792 0.0 -2.0 0.5
N 1.03746 0.38900 -2.75842 -0.2 1.0 0.1
H -0.36138 0.89674 1.05226 0.2 -0.4 0.4
H 1.66116 -0.94104 0.55568 0.2 -0.1 0.9
H 3.04791 -0.11889 -0.18259 0.5 0.1 0.3
H -0.97120 1.63515 -2.54456 -0.2 0.7 0.0
H -0.99870 1.88125 -0.89482 0.1 0.5 0.0
H 2.00706 0.15151 -2.87240 0.2 -0.5 0.3
H 0.65124 0.75120 -3.61441 -0.1 0.0 -0.3
H 1.91749 -1.18885 -1.09910 0.1 0.3 -0.3
```
Positions in Å, forces in eV/Å.

Calculated values
expectation value of S² = 0.756
electronic energy = -12884.090 eV
charge = +1
energy relative to the best compared isomer or geometry (same formula, charge and spin) = 96.8 kJ/mol
multiplicity = 2
frontier orbital gap (spin up / spin down) = 10.5 / 6.2 eV
highest occupied orbital energy (spin up / spin down) = -13.9 / -13.9 eV

---

Entry 2:
2 unconnected molecules or ions with the total composition Br2H2N2S in a non-equilibrium geometry, computed with ωB97M-V/def2-TZVPD.

XYZ file:
```
7
Properties=species:S:1:pos:R:3:forces:R:3
N -1.14621 -0.05832 -1.51484 2.6 1.5 -0.4
N 0.81130 0.49160 0.78298 0.1 1.0 3.1
S 1.07022 0.41288 -0.72359 -1.3 -0.9 -2.9
Br -1.89083 -0.41684 0.05312 -1.0 -0.5 1.2
Br 1.21518 -0.94207 2.17274 -0.2 1.0 -1.0
H -0.94987 -0.91994 -2.00907 0.1 -0.5 0.3
H 0.89021 1.43269 1.23866 -0.3 -1.6 -0.2
```
Positions in Å, forces in eV/Å.

Calculated values
electronic energy = -153928.637 eV
energy relative to the best compared isomer or geometry (same formula, charge and spin) = 172.0 kJ/mol
frontier orbital gap (spin up / spin down) = 7.4 / 7.2 eV
highest occupied orbital energy (spin up / spin down) = -8.7 / -8.6 eV

---

Entry 3:
A molecular structure, C5H7NO2 in a non-equilibrium geometry, computed with ωB97M-V/def2-TZVPD.

XYZ file:
```
15
Properties=species:S:1:pos:R:3:forces:R:3
C 0.53637 -1.76020 2.07539 0.9 -1.1 3.5
C 0.40347 0.00894 0.37733 -0.4 -3.0 -0.3
C 0.15219 -0.69070 -0.82798 0.8 2.2 -2.5
C -0.35450 0.47401 -1.85258 -3.6 1.5 2.8
C -0.86251 1.66043 -0.69791 1.4 0.6 -1.6
H -0.57190 -2.27454 1.60367 3.5 1.7 1.1
H 1.99910 -0.01628 2.25254 -4.8 -1.9 -2.6
H 0.51497 -1.57168 -1.60511 -0.4 1.9 3.5
H -1.39424 0.45512 -2.39735 1.9 -1.1 0.8
H 0.33660 0.77741 -2.62907 0.6 0.1 0.4
H -0.63450 2.96476 -1.03469 -0.3 -4.3 1.5
H -1.98171 1.54423 -0.59056 1.4 0.2 0.2
N 0.88598 -0.44250 1.69211 2.7 -0.7 -0.1
O 1.19398 -2.28769 3.03953 -2.9 1.4 -4.0
O -0.22331 1.15869 0.59468 -0.8 2.5 -2.4
```
Positions in Å, forces in eV/Å.

Calculated values
electronic energy = -10877.515 eV
energy relative to the best compared isomer or geometry (same formula, charge and spin) = 588.8 kJ/mol
frontier orbital gap = 9.3 eV
highest occupied orbital energy = -8.8 eV

---

Entry 4:
A molecular structure, C2HHgLiO2 in a non-equilibrium geometry, computed with ωB97M-V/def2-TZVPD.

XYZ file:
```
7
Properties=species:S:1:pos:R:3:forces:R:3
O -0.95484 0.37806 0.77693 1.8 -2.0 1.3
C -0.33650 -0.65609 0.66409 -0.1 1.2 1.4
Hg -1.85145 1.38489 -1.09761 -3.1 0.6 -3.7
Li -0.23362 2.03281 0.10328 1.8 0.9 1.6
H -0.72437 -1.64285 0.49487 -0.5 -0.8 -0.3
C 1.48325 -0.79805 -0.56086 3.5 0.4 0.1
O 2.61754 -0.69876 -0.38070 -3.4 -0.3 -0.4
```
Positions in Å, forces in eV/Å.

Calculated values
expectation value of S² = 0.756
electronic energy = -10555.082 eV
charge = +1
energy relative to the best compared isomer or geometry (same formula, charge and spin) = 23.3 kJ/mol
multiplicity = 2
frontier orbital gap (spin up / spin down) = 8.7 / 8.6 eV
highest occupied orbital energy (spin up / spin down) = -13.4 / -14.1 eV

---

Entry 5:
A molecular structure, C44H36N5O2S4Ti in a non-equilibrium geometry, computed with ωB97M-V/def2-TZVPD.

XYZ file:
```
92
Properties=species:S:1:pos:R:3:forces:R:3
Ti 0.19656 -0.11001 1.97976 -0.1 -0.8 0.7
C -4.18587 1.06602 1.86155 -0.1 0.1 0.0
C -4.22730 2.12939 0.96211 0.0 0.0 0.0
C -3.04606 2.61502 0.45862 0.0 0.1 0.0
C -1.82857 2.03788 0.83525 0.2 0.0 0.2
N -1.79082 0.99704 1.70208 -0.1 -0.1 -0.4
C -2.96311 0.54851 2.20150 0.2 0.0 0.0
N -0.68711 2.59919 0.25607 -0.2 -0.2 0.0
C 0.43184 2.49723 0.86973 0.1 0.3 0.2
N 0.63238 1.83275 2.06134 0.4 0.3 -0.3
C 1.95669 1.99239 2.45221 -0.3 0.3 0.2
N 2.44904 1.56783 3.55251 0.2 -0.2 0.1
C 1.61682 0.92725 4.46774 -0.1 0.0 -0.2
C 1.98062 1.02583 5.80633 0.1 0.1 0.1
C 1.19180 0.45327 6.77673 0.0 0.0 0.0
C 0.04416 -0.22815 6.39023 0.0 0.0 0.1
C -0.24279 -0.32324 5.05206 0.0 0.0 -0.2
N 0.51799 0.23295 4.08765 0.3 0.2 0.5
C 2.64989 2.81140 1.43823 -0.1 0.1 0.0
C 3.93220 3.31962 1.39498 0.1 0.0 0.0
C 4.26398 4.12614 0.31209 0.0 0.0 0.0
C 3.33266 4.41563 -0.68408 -0.1 0.0 0.0
C 2.03438 3.91724 -0.62198 0.0 0.0 -0.1
C 1.71282 3.11523 0.45439 0.0 0.0 0.2
H -5.08508 0.65042 2.29514 0.0 0.0 0.0
H -5.17360 2.56503 0.66642 0.0 0.0 0.0
H -3.00761 3.45395 -0.22271 0.0 -0.1 0.0
H -2.90349 -0.26571 2.90985 0.0 0.0 0.0
H 2.88279 1.57057 6.04308 0.0 0.0 0.0
H 1.46806 0.52502 7.82066 0.0 0.0 0.0
H -0.60606 -0.70049 7.11217 0.0 0.0 0.0
H -1.09821 -0.88673 4.71629 0.0 0.0 -0.1
H 4.64577 3.10039 2.17966 0.0 0.0 0.0
H 5.25994 4.54766 0.24826 0.0 0.0 0.0
H 3.61622 5.05843 -1.50840 0.0 0.0 0.0
H 1.29606 4.15282 -1.37887 0.0 0.0 0.0
S 2.06065 -1.59858 2.30948 -0.1 -0.1 0.3
C 1.32785 -3.14572 1.90643 0.1 0.0 -0.1
C 2.14664 -4.23499 1.59660 0.0 0.0 0.0
C 1.60136 -5.48505 1.36280 0.0 0.0 0.0
C 0.22358 -5.66918 1.42915 0.0 0.0 0.0
C -0.59977 -4.59101 1.70293 0.0 0.0 0.0
C -0.05741 -3.32550 1.93567 0.0 -0.1 0.0
S -1.15832 -1.98530 2.27087 0.0 0.0 0.0
H 3.21948 -4.08456 1.55950 0.0 0.0 0.0
H 2.25087 -6.32133 1.13608 0.0 0.0 0.0
H -0.20508 -6.65231 1.28078 0.0 0.0 0.0
H -1.67580 -4.71522 1.75102 0.0 0.0 0.0
O -1.55977 -1.11461 -0.81012 -0.5 0.0 -0.1
S -2.65045 -0.25238 -1.38620 0.2 -0.3 0.0
C -2.41230 -0.23967 -3.15126 0.0 0.2 -0.1
C -2.59806 0.96496 -3.81388 0.0 -0.1 0.0
C -2.36233 1.02825 -5.18243 0.0 -0.1 0.0
C -1.92833 -0.10278 -5.85884 0.0 0.0 0.0
C -1.72999 -1.30132 -5.17654 0.0 0.0 0.0
C -1.97115 -1.37498 -3.81523 0.0 -0.1 0.0
C -4.13559 -1.23859 -1.29025 -0.1 0.1 0.1
C -5.31283 -0.75772 -1.85191 0.0 0.0 0.0
C -6.48455 -1.47260 -1.66511 0.0 0.0 0.0
C -6.47216 -2.64228 -0.91149 0.0 0.0 0.0
C -5.28960 -3.10170 -0.34890 0.0 0.0 0.0
C -4.10636 -2.39276 -0.52856 0.0 -0.1 0.0
H -2.91515 1.84287 -3.26115 0.0 0.0 0.0
H -2.50843 1.95868 -5.71508 0.0 0.0 0.0
H -1.73880 -0.05489 -6.92333 0.0 0.0 0.0
H -1.39315 -2.17932 -5.71335 0.0 0.0 0.0
H -1.82422 -2.30072 -3.26791 0.0 0.1 0.0
H -5.31001 0.15593 -2.43805 0.0 0.0 0.0
H -7.40939 -1.11550 -2.10034 0.0 0.0 0.0
H -7.38972 -3.19740 -0.76155 0.0 0.0 0.0
H -5.28473 -4.01111 0.23892 0.0 0.0 0.0
H -3.17264 -2.71795 -0.08458 0.0 0.0 0.0
C 6.06985 2.26488 -2.83564 -0.1 0.0 0.0
C 4.77550 1.60093 -2.44658 0.1 0.0 -0.1
C 4.65406 0.92601 -1.23273 0.0 -0.1 0.0
C 3.46606 0.31792 -0.86396 0.0 0.0 0.0
C 2.38518 0.38757 -1.73088 -0.1 0.2 -0.1
C 2.47126 1.06755 -2.93947 0.0 0.0 0.0
C 3.67092 1.66198 -3.29472 0.0 0.0 0.0
S 0.80488 -0.29587 -1.32328 0.5 0.0 0.3
C 1.21356 -2.03224 -1.43363 -0.2 0.0 0.0
O 0.76346 -0.08120 0.21468 -0.2 0.2 -1.4
H 6.89222 1.92636 -2.20727 0.0 0.0 0.0
H 5.98933 3.34986 -2.73560 0.0 0.0 0.0
H 6.31714 2.05020 -3.87524 0.0 0.0 0.0
H 5.50248 0.87155 -0.56000 0.0 0.0 0.0
H 3.37538 -0.19584 0.08801 0.0 0.0 0.0
H 1.60730 1.12543 -3.59476 0.0 0.0 0.0
H 3.75008 2.19098 -4.23759 0.0 0.0 0.0
H 2.06563 -2.21619 -0.78197 0.0 0.0 0.0
H 1.44874 -2.24591 -2.47713 0.0 0.0 0.0
H 0.33562 -2.58540 -1.10507 0.0 0.0 0.0
```
Positions in Å, forces in eV/Å.

Calculated values
electronic energy = -124212.661 eV
charge = +1
energy relative to the best compared isomer or geometry (same formula, charge and spin) = 69.5 kJ/mol
frontier orbital gap = 6.7 eV
highest occupied orbital energy = -9.8 eV

---

Entry 6:
A molecular structure, C46H43F5N7O4STi in a non-equilibrium geometry, computed with ωB97M-V/def2-TZVPD.

XYZ file:
```
107
Properties=species:S:1:pos:R:3:forces:R:3
Ti 1.13484 -1.44409 0.30686 -0.7 0.3 0.0
C 0.29627 -4.99957 -2.26372 0.1 0.0 0.0
N 1.43302 -4.17511 -2.68046 0.0 0.0 0.0
C 1.66038 -4.34973 -4.10499 0.0 0.0 0.0
C 2.57231 -4.29232 -1.84803 0.0 0.0 0.0
C 3.77738 -4.80811 -2.33344 0.0 -0.1 0.0
C 4.87809 -4.98797 -1.50930 0.0 0.0 -0.1
C 4.81097 -4.64623 -0.17054 0.1 0.1 0.0
C 3.64635 -4.07986 0.31096 0.1 0.2 -0.1
C 2.53322 -3.88058 -0.50029 -0.1 0.0 -0.2
N 1.34448 -3.35880 0.10689 0.1 -0.1 0.0
C 0.81788 -4.17199 1.12880 -0.1 -0.1 0.1
C 1.33017 -5.41558 1.50176 -0.1 0.0 0.0
C 0.77437 -6.11330 2.56562 0.0 0.0 0.0
C -0.29661 -5.59183 3.26787 0.0 0.0 0.0
C -0.85885 -4.38884 2.85869 0.0 0.0 0.0
C -0.32022 -3.69915 1.78696 0.0 -0.1 0.0
N -0.93159 -2.52307 1.19381 0.1 0.0 0.0
C -1.79936 -1.81396 2.14422 0.0 0.0 0.0
C -1.78837 -3.01377 0.08165 0.0 0.0 0.0
H 0.45041 -6.05099 -2.54206 0.0 0.0 0.0
H 0.15055 -4.95137 -1.19094 0.0 0.0 0.0
H -0.61018 -4.64782 -2.76011 0.0 0.0 0.0
H 0.75013 -4.06704 -4.63396 0.0 0.0 0.0
H 2.47257 -3.71099 -4.45510 0.0 0.0 0.0
H 1.89754 -5.38752 -4.37790 0.0 0.0 0.0
H 3.84778 -5.12574 -3.36417 0.0 0.0 0.0
H 5.78483 -5.41358 -1.92039 0.0 0.0 0.0
H 5.66285 -4.78298 0.48158 0.0 0.0 0.0
H 3.58080 -3.77722 1.34901 0.0 0.0 0.0
H 2.17268 -5.83878 0.97484 0.0 0.0 0.0
H 1.19451 -7.07070 2.84583 0.0 0.0 0.0
H -0.71445 -6.12382 4.11216 0.0 0.0 0.0
H -1.72391 -4.00689 3.38166 0.0 0.0 0.0
H -2.66114 -2.42792 2.41901 0.0 0.0 0.0
H -1.23928 -1.55794 3.03933 0.0 0.0 0.0
H -2.17016 -0.90726 1.67683 0.0 0.0 0.0
H -2.43468 -2.21047 -0.25975 0.0 0.0 0.0
H -1.16718 -3.36093 -0.74208 0.0 0.0 0.0
H -2.41309 -3.83931 0.43043 0.0 0.0 0.0
C -7.13689 10.14665 -1.00900 0.0 0.0 0.0
O -6.38085 9.80381 0.14370 0.0 0.0 0.0
C -5.69734 8.64258 0.13080 0.0 0.0 0.0
C -5.68272 7.74697 -0.93553 0.0 0.0 0.0
C -4.94776 6.57713 -0.83770 0.0 0.0 0.0
C -4.22128 6.27642 0.30885 0.0 0.1 0.0
C -4.24401 7.18507 1.37063 0.0 0.0 0.0
C -4.97002 8.35157 1.28654 0.0 0.0 0.0
C -3.46453 5.02722 0.36300 0.0 -0.1 0.0
N -3.46505 4.09723 -0.56622 -0.1 0.0 -0.1
C -2.62909 3.11990 -0.10167 0.0 0.1 0.1
C -2.11160 3.45214 1.12621 0.0 0.0 -0.1
N -2.65623 4.67747 1.41568 0.0 0.1 0.1
C -1.22397 2.60644 1.85305 0.0 -0.1 0.0
C -0.70046 2.88611 3.12381 0.0 0.0 0.0
C 0.12433 1.96842 3.71771 0.0 0.1 0.0
C 0.42700 0.78883 3.02968 -0.1 -0.1 0.0
N -0.03862 0.50675 1.83108 0.0 -0.2 0.2
C -0.85581 1.39422 1.24007 -0.4 0.0 0.3
C -1.36803 1.04029 -0.07124 -0.1 0.0 0.0
N -0.95128 -0.12089 -0.61129 0.2 -0.1 -0.1
C -1.47688 -0.48623 -1.77121 0.0 0.0 0.0
C -2.41446 0.26837 -2.47579 0.0 0.0 0.0
C -2.80819 1.47881 -1.96045 0.0 0.0 0.0
C -2.27938 1.88609 -0.73243 0.0 -0.1 0.0
H -7.58957 11.10868 -0.79273 0.0 0.0 0.0
H -7.92183 9.41211 -1.20015 0.0 0.0 0.0
H -6.49549 10.23696 -1.88802 0.0 0.0 0.0
H -6.24011 7.94756 -1.83823 0.0 0.0 0.0
H -4.93603 5.87579 -1.66080 0.0 0.0 0.0
H -3.70668 6.98660 2.29115 0.0 0.0 0.0
H -4.99936 9.05611 2.10679 0.0 0.0 0.0
H -2.47366 5.24385 2.22496 0.0 0.0 0.0
H -0.95031 3.81026 3.63062 0.0 0.0 0.0
H 0.54651 2.14014 4.69812 0.0 0.0 0.0
H 1.07280 0.05431 3.48713 0.0 0.1 0.0
H -1.14261 -1.43457 -2.17101 0.0 0.0 0.0
H -2.80896 -0.10597 -3.41064 0.0 0.0 0.0
H -3.51756 2.12070 -2.46707 0.0 0.0 0.0
C 3.19166 -1.14162 -3.43209 0.0 -0.1 0.1
S 1.42992 -0.98199 -3.14680 0.2 0.0 0.0
C 1.33646 0.80726 -3.22292 0.0 0.0 0.0
O 1.19905 -1.37006 -1.69722 0.0 0.0 0.0
H 3.35041 -1.12705 -4.51053 0.0 0.0 0.0
H 3.49520 -2.10449 -3.01585 0.0 0.1 0.0
H 3.73320 -0.33304 -2.94554 0.0 0.0 0.0
H 1.67365 1.10009 -4.21866 0.0 0.0 0.0
H 1.98013 1.23610 -2.45899 0.0 0.0 0.0
H 0.30293 1.11033 -3.08026 0.0 0.0 0.0
C 2.58960 -2.58087 4.01376 0.0 0.0 0.0
C 2.69656 -1.53558 2.93169 0.1 -0.3 0.1
O 3.55415 -0.69745 2.88258 0.0 0.0 0.0
O 1.68967 -1.60842 2.04404 0.3 0.1 0.2
H 3.58615 -2.86474 4.34542 0.0 0.0 0.0
H 2.02623 -3.44787 3.67258 0.0 0.0 0.0
H 2.07187 -2.14265 4.87035 0.0 0.0 0.0
F 1.28343 1.62294 0.18110 1.2 0.2 -0.6
C 2.60128 1.24773 0.06373 -0.4 0.0 0.0
C 2.90884 -0.10149 -0.01049 -0.2 0.4 0.0
C 4.25379 -0.30636 -0.28329 -0.2 0.3 0.0
F 4.74611 -1.51867 -0.52475 0.0 -0.9 0.1
C 5.20078 0.69965 -0.39481 0.0 0.1 0.0
F 6.47163 0.39560 -0.66786 -0.1 0.0 0.0
C 4.82818 2.02177 -0.25239 0.1 0.0 0.0
F 5.72124 2.99978 -0.35829 0.0 0.0 0.0
C 3.49545 2.29776 -0.03055 -0.2 0.1 0.0
F 3.07316 3.56255 0.06014 0.0 0.0 0.0
```
Positions in Å, forces in eV/Å.

Calculated values
electronic energy = -114555.509 eV
charge = +1
energy relative to the best compared isomer or geometry (same formula, charge and spin) = 127.7 kJ/mol
frontier orbital gap = 6.8 eV
highest occupied orbital energy = -9.9 eV